No. 1
Entry from the Open Molecules 2025 dataset: a cluster of 11 separate species, C40H107N5O15 in total at a distorted geometry (ωB97M-V/def2-TZVPD).

* E_tot: -2990.26490 Eh
* relative energy (zero: lowest compared OMol25 entry of this formula, charge and spin): 0.0 kJ/mol
* spin multiplicity: 1
* HOMO: -8.66 eV
* E_LUMO: 0.64 eV
* strongest force on any atom: 2.8 eV Å⁻¹

```
167
C40H107N5O15 (ωB97M-V/def2-TZVPD)
C 1.0095 -3.0861 5.7701
C 1.8082 -1.9164 6.2864
C 1.3390 -0.6549 5.5130
O 1.8036 -0.6058 4.1861
C 1.3277 0.5965 3.5522
N 1.4830 -1.7197 7.6992
H 1.3618 -3.9510 6.3211
H 1.1943 -3.2916 4.6947
H -0.0826 -2.8903 5.8407
H 2.8631 -2.1108 6.1322
H 1.7098 0.2544 6.0668
H 0.2243 -0.5093 5.5757
H 1.4394 1.5372 4.1491
H 0.2428 0.4563 3.4829
H 1.8422 0.6783 2.5948
H 2.1235 -1.0533 8.1021
H 1.5090 -2.5885 8.2405
C -2.0004 -1.1320 3.2291
O -2.9375 -0.4465 2.4036
C -2.2074 0.5505 1.7396
C -3.0905 1.1930 0.6614
N -3.5045 0.1508 -0.2195
C -4.5323 0.6450 -1.1662
C -5.8320 0.9515 -0.4710
O -6.1816 -0.0807 0.4285
C -7.3561 0.1626 1.1236
H -1.5734 -0.4870 4.0175
H -1.1734 -1.4995 2.6838
H -2.4686 -1.9558 3.7877
H -1.2939 0.0913 1.2977
H -1.8340 1.2115 2.5169
H -2.4024 1.8733 0.1516
H -3.9267 1.7026 1.1743
H -3.9760 -0.4931 0.3916
H -4.6348 -0.1507 -1.9581
H -4.1214 1.5131 -1.6309
H -6.5885 1.0530 -1.2443
H -5.7200 1.9144 0.0532
H -7.4562 -0.5520 1.8932
H -8.3000 0.1697 0.5635
H -7.3253 1.1079 1.6932
C 0.8686 3.8585 -1.6788
O -0.3805 3.3572 -1.3503
C -1.4940 3.7061 -2.2259
C -2.0163 5.0990 -1.9793
N -3.1417 5.2796 -2.9101
C -3.8756 6.5902 -2.9354
C -5.0727 6.4489 -3.8531
O -5.8233 7.6000 -4.0405
C -5.2078 8.6924 -4.6757
H 1.3715 3.4484 -2.5908
H 1.5006 3.6634 -0.8143
H 0.7514 4.9247 -1.8263
H -2.2020 2.9024 -2.1600
H -1.1605 3.6361 -3.2841
H -1.2012 5.8857 -2.0037
H -2.4850 5.0877 -0.9616
H -2.9051 4.9980 -3.8676
H -3.2435 7.4862 -3.2477
H -4.2682 6.8627 -1.9479
H -5.7633 5.7742 -3.3663
H -4.6940 5.9657 -4.7485
H -5.9090 9.5747 -4.6299
H -4.9050 8.5423 -5.7514
H -4.2749 8.9954 -4.1386
C 4.0068 3.1815 1.4580
O 3.8487 4.5536 1.9355
C 2.8802 4.8460 2.9270
C 3.0704 4.0215 4.2001
N 4.4160 4.2009 4.7053
C 4.7448 3.2350 5.7185
C 4.8662 1.7834 5.2688
O 5.7030 1.7105 4.1109
C 6.0201 0.3450 3.8260
H 3.0689 2.8243 0.9825
H 4.2424 2.4636 2.2657
H 4.7117 3.1824 0.6526
H 1.8878 4.6209 2.5293
H 2.9718 5.9038 3.0990
H 2.9445 2.9834 3.8622
H 2.3288 4.3036 4.9140
H 5.0527 4.1948 3.9243
H 3.9766 3.2761 6.4767
H 5.6976 3.5059 6.1905
H 3.9383 1.3770 4.9190
H 5.3358 1.1749 6.0317
H 5.1520 -0.2545 3.4563
H 6.4301 -0.1047 4.7198
H 6.8561 0.3467 3.0864
C -0.2453 -2.7509 -0.1582
O -0.2302 -4.1030 0.2919
C -0.0178 -4.1465 1.6565
C 0.2282 -5.5189 2.2256
N -0.9221 -6.3360 1.8988
C -0.8961 -7.7417 2.2901
C -1.9188 -8.6068 1.6390
O -1.5654 -8.7476 0.2907
C -2.4828 -9.5397 -0.3868
H 0.7395 -2.3362 -0.1398
H -0.9987 -2.1806 0.4361
H -0.5625 -2.8226 -1.1772
H -0.9457 -3.7593 2.0677
H 0.8475 -3.4677 1.9035
H 0.3935 -5.4321 3.3069
H 1.2197 -5.8638 1.8149
H -1.0088 -6.2508 0.8741
H -1.0584 -7.8136 3.3842
H 0.0382 -8.2704 2.0804
H -2.9205 -8.1896 1.7292
H -1.9269 -9.6454 2.0511
H -2.1185 -9.8781 -1.3264
H -3.3487 -8.9790 -0.5493
H -2.7327 -10.4479 0.1250
C 3.9916 -2.4367 -0.0442
C 5.0221 -1.4568 0.4002
O 4.3612 -0.2857 0.8949
H 3.5306 -2.2108 -0.9925
H 3.1301 -2.4885 0.6566
H 4.3756 -3.4488 -0.2451
H 5.6868 -1.2422 -0.4244
H 5.5962 -1.9978 1.1893
H 5.0531 0.3668 1.0982
C -4.0209 -2.4841 -4.1652
C -3.2214 -2.4515 -2.8980
O -2.5498 -1.1442 -2.7394
H -4.6420 -3.3495 -4.2314
H -3.3595 -2.5028 -5.0251
H -4.7059 -1.6480 -4.2541
H -2.4843 -3.2492 -2.9476
H -3.8659 -2.6647 -2.0338
H -2.5474 -0.8327 -1.8486
C 2.2936 -2.8966 -4.9458
C 0.9688 -2.7917 -4.2651
O -0.1047 -3.2710 -5.0357
H 3.1488 -2.7339 -4.2873
H 2.4114 -2.1474 -5.6927
H 2.4978 -3.7531 -5.5662
H 0.9253 -1.8090 -3.8651
H 1.0262 -3.4729 -3.3765
H -0.0286 -2.9914 -5.9535
C -1.2714 0.4649 -5.8108
C -0.2743 1.6228 -5.8805
O 0.7798 1.3838 -6.7608
H -1.8392 0.3494 -6.7203
H -1.9496 0.6939 -5.0172
H -0.6629 -0.3930 -5.5522
H 0.2426 1.6098 -4.9359
H -0.7405 2.5468 -6.1465
H 0.4840 1.6328 -7.6196
C 4.3554 1.7412 -3.7327
C 3.5571 0.4541 -3.9216
O 3.6300 -0.3829 -2.7830
H 4.4988 2.3371 -4.6421
H 5.3611 1.4060 -3.4889
H 3.9669 2.3632 -2.9099
H 4.0191 0.0032 -4.8244
H 2.4882 0.6971 -4.1462
H 3.3484 0.1298 -2.0399
C 0.3104 0.0768 -1.3796
C 0.9986 0.5522 -0.1615
O 2.3050 1.0356 -0.4991
H 0.9261 -0.7506 -1.7966
H 0.2228 0.8403 -2.1293
H -0.6727 -0.3662 -1.2631
H 1.1448 -0.2582 0.5755
H 0.4482 1.3484 0.3181
H 2.8859 0.3907 -0.0615
```

---

No. 2
Entry from the Open Molecules 2025 dataset: a structure of composition C31H37AsF6InN7O6S5 (ωB97M-V/def2-TZVPD).

* E_tot: -7053.86167 Eh
* relative energy (zero: lowest compared OMol25 entry of this formula, charge and spin): 35.9 kJ/mol
* spin multiplicity: 1
* HOMO: -13.64 eV
* net charge: +2
* E_LUMO: -5.35 eV
* strongest force on any atom: 0.5 eV Å⁻¹

```
94
C31H37AsF6InN7O6S5 (ωB97M-V/def2-TZVPD)
In -1.1016 0.7376 -0.4414
C 0.9294 -0.0902 -4.6093
C 0.1470 0.4603 -3.4612
N -0.5223 -0.2383 -2.6329
N -0.5740 -1.5867 -2.7444
C -1.5373 -2.2370 -2.0455
N -1.6395 -3.5498 -2.2704
S -2.5151 -1.4393 -0.9430
C -0.0491 1.9204 -3.2855
C 0.1711 2.7813 -4.3448
C -0.1767 4.1185 -4.2057
C -0.7235 4.5366 -3.0118
C -0.9025 3.6116 -1.9917
N -0.5687 2.3280 -2.1153
H 1.4189 -1.0277 -4.3473
H 0.2755 -0.2724 -5.4661
H 1.6994 0.6054 -4.9243
H 0.0414 -2.0786 -3.3777
H -1.1437 -4.0143 -3.0140
H -2.3714 -4.0602 -1.8046
H 0.5754 2.4142 -5.2763
H -0.0323 4.8093 -5.0245
H -1.0180 5.5634 -2.8537
H -1.3178 3.9041 -1.0427
F -6.4898 3.2573 -0.6483
C -5.4275 2.8667 -1.3265
F -5.7976 2.1325 -2.3701
F -4.7526 3.9277 -1.7505
S -4.3411 1.8288 -0.2610
O -3.1535 1.6334 -1.0983
O -5.0828 0.6555 0.0742
N -4.1165 2.8056 0.9456
S -2.7368 3.1248 1.6088
O -1.6168 2.8745 0.7099
O -2.5999 2.6767 2.9568
C -2.8203 4.9617 1.6929
F -2.9429 5.4597 0.4661
F -1.6869 5.4040 2.2282
F -3.8462 5.3405 2.4311
C -1.8300 -0.3487 4.0888
As -3.0703 -0.3905 2.6355
C -3.4820 -2.2206 2.2654
C -4.7026 0.3986 3.2428
O -2.3430 0.3018 1.3002
H -2.2892 -0.7770 4.9793
H -1.5477 0.6855 4.2772
H -0.9449 -0.9282 3.8104
H -3.8748 -2.6713 3.1779
H -2.5749 -2.7361 1.9519
H -4.2310 -2.2738 1.4759
H -5.1463 -0.3449 3.9085
H -5.3660 0.5899 2.4046
H -4.4880 1.3165 3.7794
O 0.4219 -1.2672 0.0738
S 0.1593 -2.5190 0.8712
C 0.9483 -3.8308 -0.0418
C 2.0723 -3.5562 -0.8100
C 2.6724 -4.5921 -1.5064
C 2.1537 -5.8806 -1.4273
C 1.0279 -6.1386 -0.6604
C 0.4112 -5.1049 0.0341
C 1.2234 -2.4460 2.2973
C 0.9440 -3.3089 3.3479
C 1.7517 -3.2787 4.4739
C 2.8116 -2.3831 4.5423
C 3.0722 -1.5231 3.4848
C 2.2761 -1.5491 2.3491
H 2.4579 -2.5456 -0.8569
H 3.5533 -4.4027 -2.1047
H 2.6334 -6.6863 -1.9652
H 0.6271 -7.1409 -0.6039
H -0.4733 -5.2926 0.6295
H 0.1108 -3.9991 3.2897
H 1.5514 -3.9473 5.2988
H 3.4340 -2.3558 5.4257
H 3.9008 -0.8307 3.5487
H 2.4494 -0.8832 1.5143
C 5.6805 2.5693 1.5880
C 4.6803 2.0633 0.6080
C 4.9512 1.6655 -0.6714
C 3.8862 1.2177 -1.4662
N 2.6259 1.1499 -1.0376
C 2.3663 1.5371 0.2146
S 0.8541 1.5868 0.9755
N 3.3951 1.9794 1.0095
C 4.1412 0.7965 -2.8735
H 6.6532 2.6798 1.1176
H 5.7745 1.8717 2.4223
H 5.3712 3.5355 1.9890
H 5.9569 1.7137 -1.0572
H 3.1459 2.2847 1.9439
H 5.1833 0.9186 -3.1544
H 3.5225 1.3953 -3.5384
H 3.8581 -0.2491 -2.9969
```

---

No. 3
Entry from the Open Molecules 2025 dataset: the molecule C7H7N3O2 at a distorted geometry (ωB97M-V/def2-TZVPD).

* E_tot: -585.60070 Eh
* relative energy (zero: lowest compared OMol25 entry of this formula, charge and spin): 339.8 kJ/mol
* spin multiplicity: 1
* HOMO: -9.25 eV
* E_LUMO: -0.48 eV
* strongest force on any atom: 6.1 eV Å⁻¹

```
19
C7H7N3O2 (ωB97M-V/def2-TZVPD)
C -2.5457 -0.1355 -0.5868
C -1.7428 -2.1200 0.1587
C -1.4291 0.5129 -0.1158
C -0.5756 -0.3381 0.5577
C -0.8685 1.8611 -0.1276
C 2.1860 0.0580 -0.7025
C 2.0620 0.2661 0.8068
N -2.6840 -1.4290 -0.5004
N -0.6496 -1.6159 0.8146
N 0.6410 0.6092 1.0644
O -1.3882 2.8784 -0.5285
O 0.3734 1.8331 0.4387
H -3.3057 0.3367 -1.0203
H -1.9743 -3.0995 0.0734
H 2.0292 0.9628 -1.1065
H 3.2797 -0.2696 -0.8465
H 1.6223 -0.7703 -1.0060
H 2.2593 -0.6355 1.4477
H 2.7107 1.0951 1.1788
```

---

No. 4
Entry from the Open Molecules 2025 dataset: a cluster of 2 separate species, C4H9NO in total (ωB97M-V/def2-TZVPD).

* E_tot: -287.79350 Eh
* relative energy (zero: lowest compared OMol25 entry of this formula, charge and spin): 102.3 kJ/mol
* spin multiplicity: 1
* HOMO: -10.30 eV
* E_LUMO: 0.78 eV
* strongest force on any atom: 0.8 eV Å⁻¹

```
15
C4H9NO (ωB97M-V/def2-TZVPD)
C 0.0107 -0.4215 2.1823
C 1.1263 0.2260 1.3728
N 0.7123 0.4776 0.0074
C -0.0999 1.2846 -0.3865
O -0.8680 2.0331 -0.8601
C -0.7021 -0.5231 -2.5280
H 0.3048 -0.5002 3.2327
H -0.2186 -1.4225 1.8051
H -0.9027 0.1810 2.1251
H 1.4260 1.1797 1.8161
H 2.0091 -0.4163 1.3393
H -0.0320 -0.6893 -1.6842
H -0.5368 -1.3247 -3.2440
H -0.4894 0.4428 -2.9952
H -1.7398 -0.5271 -2.1829
```

---

No. 5
Entry from the Open Molecules 2025 dataset: the molecule C4H6N2O (ωB97M-V/def2-TZVPD).

* E_tot: -340.77950 Eh
* relative energy (zero: lowest compared OMol25 entry of this formula, charge and spin): 40.5 kJ/mol
* spin multiplicity: 1
* HOMO: -8.82 eV
* E_LUMO: 0.68 eV
* strongest force on any atom: 0.5 eV Å⁻¹

```
13
C4H6N2O (ωB97M-V/def2-TZVPD)
N 1.4183 -0.1743 -1.4902
C 0.3868 0.0230 -0.6139
C 0.6256 -0.0904 0.8767
N -0.5398 0.5804 1.4213
C -1.5707 0.3702 0.4892
O -2.7352 0.2023 0.7847
C -0.9142 0.2924 -0.8298
H 2.2410 -0.6436 -1.1441
H 1.1794 -0.4063 -2.4426
H 1.5824 0.3105 1.2217
H -0.8029 0.3525 2.3701
H 0.5763 -1.1616 1.1267
H -1.4470 0.3446 -1.7699
```

---

No. 6
Entry from the Open Molecules 2025 dataset: the molecule C5H9NOS2 at a distorted geometry (ωB97M-V/def2-TZVPD).

* E_tot: -1122.14388 Eh
* relative energy (zero: lowest compared OMol25 entry of this formula, charge and spin): 268.6 kJ/mol
* spin multiplicity: 1
* HOMO: -6.81 eV
* E_LUMO: -0.54 eV
* strongest force on any atom: 1.9 eV Å⁻¹

```
18
C5H9NOS2 (ωB97M-V/def2-TZVPD)
C 0.5768 0.8329 0.6477
C 0.2284 -0.0799 -0.6206
C -2.1616 -0.0625 -0.1830
C 2.0182 1.2771 0.5590
C 0.6911 -1.5043 -0.3193
N -0.2309 1.0580 1.5268
O -1.1209 0.0577 -0.9880
S -3.4550 1.0814 -0.4541
S -2.6994 -1.5158 0.6320
H 0.7585 0.3088 -1.4960
H 2.6782 0.4168 0.6530
H 2.2229 1.9708 1.3695
H 2.2090 1.7668 -0.3939
H 0.4683 -1.7839 0.7097
H 1.7676 -1.5706 -0.4560
H 0.2191 -2.2058 -1.0062
H -2.6668 2.0385 -0.9413
H -1.5037 -2.0860 0.7608
```

---

no.,frontier orbital gap (eV)
1,9.303
2,8.291
3,8.774
4,11.077
5,9.502
6,6.265